1.
{"formula": "C6H8Br2N", "method": "ωB97M-V/def2-TZVPD", "elements": ["C", "C", "C", "C", "C", "C", "N", "Br", "Br", "H", "H", "H", "H", "H", "H", "H", "H"], "xyz": [[-0.88141, 1.92211, 0.34677], [0.01851, 1.82970, -0.77680], [-1.36902, 0.94055, 1.04301], [0.81600, 0.86691, -1.12836], [-0.99869, -0.54953, 0.71300], [0.51467, -0.70934, 0.68540], [0.86667, -2.04604, 0.16535], [-1.71134, -1.02213, -1.26414], [1.51895, -0.12868, 2.15578], [-1.30327, 2.86663, 0.67873], [0.25556, 2.84959, -1.33402], [-2.18070, 1.00307, 1.72625], [1.40751, 0.26632, -1.83477], [-1.42693, -1.20942, 1.51417], [0.73832, -2.84275, 0.87188], [1.87899, -2.06032, -0.21375], [0.37041, -2.13072, -0.80488]], "forces_ev_per_a": [[-0.4, 1.7, 0.5], [1.9, 3.0, -1.4], [-0.1, -4.3, -0.9], [-0.3, -3.3, 2.2], [0.2, 1.1, 0.8], [-0.8, 2.0, -3.5], [2.1, -0.7, -1.9], [0.4, 0.0, 2.1], [-0.1, -0.3, 0.1], [0.5, 0.4, -0.7], [-0.9, -2.1, 0.7], [-0.3, 0.5, 0.6], [-0.3, 1.2, 0.4], [-0.3, 0.2, -1.3], [0.0, 1.0, -1.4], [-1.5, 0.0, 1.5], [-0.1, -0.3, 2.2]], "multiplicity": 1, "e_tot_ev": -147914.752, "e_above_lowest_kj_mol": 250.5, "charge": 1, "e_lumo_ev": [-4.417, -4.417], "homo_lumo_gap_ev": [8.2, 8.2]}

***

2.
{"formula": "C6H8Br2O", "method": "ωB97M-V/def2-TZVPD", "elements": ["C", "C", "C", "C", "C", "C", "O", "Br", "Br", "H", "H", "H", "H", "H", "H", "H", "H"], "xyz": [[-2.04120, 0.89078, 1.44282], [0.96617, -0.84957, 0.90897], [0.86067, -0.17847, -0.18986], [-2.61652, 0.07276, 0.58053], [0.64939, -0.94543, -1.54220], [1.17110, 1.28445, -0.18034], [-1.52839, 1.66420, 2.13637], [-2.36982, -1.78682, 1.09024], [-2.91175, 0.37608, -1.25361], [0.97735, -1.88047, 0.95368], [1.13467, -0.27860, 1.87337], [-0.37637, -1.33270, -1.63266], [1.41664, -1.72914, -1.54216], [0.92410, -0.33585, -2.33435], [2.27103, 1.41965, -0.17951], [0.86229, 1.74823, 0.83033], [0.61064, 1.86091, -0.96165]], "forces_ev_per_a": [[0.2, 0.7, -0.9], [0.5, 1.6, 3.2], [-0.1, 0.1, -2.6], [0.5, -1.3, 0.4], [0.4, -0.3, 2.7], [-0.9, 1.5, 1.2], [-0.4, -0.5, 0.1], [-0.4, 0.8, -0.1], [0.0, 0.4, 0.5], [-0.3, -2.0, 0.1], [-0.2, -0.9, -1.1], [0.5, 0.1, -0.1], [-0.6, -0.3, 0.0], [0.1, 1.3, -1.7], [-0.6, 0.2, -0.6], [0.3, -0.7, -1.4], [0.9, -0.4, 0.5]], "multiplicity": 1, "e_tot_ev": -148481.356, "e_above_lowest_kj_mol": 0.0, "e_lumo_ev": -0.592, "homo_lumo_gap_ev": 8.4}

***

3.
{"formula": "C6H8BrN", "method": "ωB97M-V/def2-TZVPD", "elements": ["C", "C", "C", "Br", "C", "N", "C", "C", "H", "H", "H", "H", "H", "H", "H", "H"], "xyz": [[-2.49116, 1.58421, -0.31610], [-1.22942, 1.60481, 0.04059], [-0.49593, 0.72011, 0.90025], [-1.35549, -0.98795, 1.08940], [1.07574, 0.36423, 0.12898], [1.91362, -0.24833, 1.18526], [1.60706, -0.95357, 0.20316], [1.63144, -2.14306, -0.57426], [-2.95701, 2.32246, -0.96934], [-3.04298, 0.78937, 0.05621], [-0.65322, 2.27105, -0.51120], [-0.05752, 0.92352, 1.86903], [1.46400, 1.07427, -0.56480], [0.80233, -2.70558, -0.18601], [2.48250, -2.75245, -0.71628], [1.30604, -1.86310, -1.63490]], "forces_ev_per_a": [[-0.1, 0.7, -0.3], [-0.7, 0.8, -0.2], [4.0, -2.4, -2.0], [-0.4, -0.6, 0.4], [-3.5, 0.4, 2.1], [1.5, -0.2, 0.4], [0.0, 1.2, -0.1], [-1.6, -0.4, -2.7], [0.3, -0.3, 0.0], [-1.6, -1.1, 0.6], [1.4, 1.6, -0.4], [-0.7, 0.8, 0.2], [0.2, 0.9, -0.2], [-0.4, -0.8, 0.1], [1.2, -0.4, 0.7], [0.4, -0.3, 1.4]], "multiplicity": 1, "smiles": "C=C[C@@H](Br)[C@H]1N=C1C", "e_tot_ev": -77880.411, "e_above_lowest_kj_mol": 257.2, "e_lumo_ev": 0.762, "homo_lumo_gap_ev": 10.0}

***

4.
{"formula": "C6H8BrN2S", "method": "ωB97M-V/def2-TZVPD", "elements": ["N", "C", "C", "S", "N", "C", "C", "Br", "C", "C", "H", "H", "H", "H", "H", "H", "H", "H"], "xyz": [[0.46370, 1.30543, 1.00927], [0.74372, 0.26234, 0.06876], [-0.45551, -0.67466, -0.05961], [-0.49083, -2.30971, 0.22436], [-2.05750, -2.45555, 0.05020], [-2.73676, -1.33543, -0.08877], [-1.95531, -0.20125, -0.16619], [-2.46618, 1.56123, -0.15310], [1.54992, 0.53773, -1.18733], [2.08138, -0.33709, -0.11917], [0.52082, 2.18951, 0.47663], [1.10782, 1.36016, 1.76741], [-0.57668, 1.14744, 1.26165], [-3.84758, -1.42662, 0.04612], [2.02008, 1.57460, -1.22928], [1.19706, 0.09308, -2.03380], [2.03736, -1.37975, -0.19600], [2.86450, 0.08857, 0.32886]], "forces_ev_per_a": [[-2.0, 1.5, -0.6], [-1.1, -2.4, -1.9], [-3.1, 3.0, 0.3], [0.0, 0.3, -0.7], [-1.0, -1.5, 0.4], [-1.1, -0.4, 0.7], [5.1, -2.0, 0.3], [-0.4, 0.8, -0.3], [0.7, 2.4, 2.0], [-2.1, -0.3, -0.9], [-0.3, -0.1, 0.6], [0.4, -0.1, 1.2], [1.8, 0.8, 0.3], [1.2, 0.4, -0.6], [-0.6, -1.6, -0.3], [-0.9, -0.7, -2.3], [0.5, -1.3, -0.3], [3.0, 1.2, 2.2]], "multiplicity": 1, "smiles": "[NH3+]C1(c2sncc2Br)CC1", "e_tot_ev": -90200.248, "e_above_lowest_kj_mol": 50.5, "charge": 1, "e_lumo_ev": -3.587, "homo_lumo_gap_ev": 9.3}

***

5.
{"formula": "C6H8BrNO2", "method": "ωB97M-V/def2-TZVPD", "elements": ["C", "C", "C", "C", "C", "Br", "N", "C", "O", "H", "H", "H", "H", "H", "H", "O", "H", "H"], "xyz": [[2.30295, 0.56627, 0.51133], [0.80305, 0.39618, 0.42493], [0.17782, -0.45971, 1.29295], [-1.23478, -0.66507, 1.27717], [-1.90609, 0.08377, 0.36573], [-3.75541, -0.16335, 0.31013], [-1.35053, 0.91466, -0.51163], [0.11890, 1.14783, -0.55568], [0.52493, 1.96112, -1.36995], [2.50378, 1.12934, -0.36265], [2.95750, -0.36555, 0.34945], [2.79984, 1.08885, 1.44778], [0.77501, -0.85752, 2.08334], [-1.83532, -1.25786, 1.95924], [-2.00717, 1.56067, -1.03185], [-0.64648, -1.66947, -1.95124], [0.19127, -1.87365, -1.39952], [-0.41925, -1.53650, -2.83953]], "forces_ev_per_a": [[1.9, -0.5, 1.0], [1.5, -1.3, 1.7], [-1.2, 0.8, -0.3], [0.6, 0.4, -0.1], [-0.4, -0.8, 0.3], [-0.6, 0.3, -0.3], [0.5, 1.4, -0.4], [-2.8, 0.9, -1.2], [0.1, -0.5, 0.5], [0.8, 1.0, -0.6], [-1.4, 0.9, 0.4], [-1.5, -0.8, -1.8], [0.3, -0.6, 0.3], [0.6, -0.1, -0.1], [1.5, -1.1, 0.6], [1.1, -0.9, 3.6], [-2.0, 0.6, -1.8], [0.9, 0.2, -1.8]], "multiplicity": 1, "smiles": "Cc1ccc(Br)[nH]c1=O.O", "e_tot_ev": -81978.759, "e_above_lowest_kj_mol": 45.9, "e_lumo_ev": 0.286, "homo_lumo_gap_ev": 8.6}

***

6.
{"formula": "C6H8BrO6Pd", "method": "ωB97M-V/def2-TZVPD", "elements": ["Pd", "Br", "C", "C", "O", "C", "O", "O", "H", "H", "H", "H", "C", "C", "O", "C", "O", "O", "H", "H", "H", "H"], "xyz": [[36.75403, -4.04176, 38.74106], [35.06220, -3.00102, 37.07018], [34.26633, 0.33071, 38.30600], [34.91381, 0.16057, 39.69982], [34.75920, 1.44300, 40.26440], [34.45474, 2.34033, 39.29587], [34.33986, 3.49427, 39.46015], [34.32537, 1.71158, 38.08782], [33.25242, -0.06438, 38.31932], [34.95833, -0.14750, 37.60462], [35.94559, -0.18131, 39.63421], [34.33879, -0.61292, 40.21116], [31.69627, -1.30616, 36.11827], [32.31928, -1.40435, 34.69808], [31.58419, -2.40202, 34.03054], [30.48716, -2.74800, 34.78012], [29.63520, -3.46858, 34.41574], [30.56878, -2.16022, 35.98256], [31.39431, -0.28795, 36.33254], [32.36682, -1.81983, 36.81115], [33.37002, -1.68505, 34.70190], [32.09842, -0.43916, 34.23707]], "forces_ev_per_a": [[-1.5, 0.9, -1.5], [1.5, -1.0, 1.5], [1.4, -0.5, 0.6], [-1.0, -0.6, -0.7], [0.2, -0.5, 0.3], [0.2, -0.1, -0.2], [-0.1, 0.6, 0.1], [-0.4, 0.2, 0.1], [-0.1, 0.1, -0.4], [-0.6, -0.1, -0.5], [0.3, 0.5, 0.2], [0.1, 0.3, 0.6], [0.4, -1.6, -1.4], [-0.6, 0.9, 0.4], [-0.3, -0.3, 0.2], [0.9, 0.3, -0.6], [-0.4, -0.4, 0.0], [-0.7, 0.4, 0.9], [0.1, -0.1, 0.5], [-0.1, 0.6, 0.6], [0.1, 0.3, -0.2], [0.7, -0.1, -0.5]], "multiplicity": 3, "e_tot_ev": -92146.789, "e_above_lowest_kj_mol": 0.0, "charge": 1, "e_lumo_ev": [-7.068, -10.352], "homo_lumo_gap_ev": [6.5, 3.2]}

***

7.
{"formula": "C6H8Cl2O", "method": "ωB97M-V/def2-TZVPD", "elements": ["C", "C", "C", "C", "C", "C", "O", "Cl", "Cl", "H", "H", "H", "H", "H", "H", "H", "H"], "xyz": [[-2.43090, -0.59424, -0.17702], [-1.85875, 0.39769, 0.50252], [0.81050, 1.87554, -0.02394], [0.24334, 0.50053, -0.19762], [1.19496, 0.72692, 0.87647], [0.96162, -1.62716, -0.81818], [0.44065, -0.34418, -1.18643], [2.91339, 0.26488, 0.79462], [0.67498, 0.63415, 2.49813], [-3.47460, -0.74746, 0.04952], [-1.95002, -1.19964, -0.90479], [-2.09365, 1.16816, 1.23223], [1.41888, 2.24491, -0.79714], [0.11558, 2.61883, 0.45544], [1.06843, -1.62269, 0.25417], [1.77935, -1.92536, -1.38835], [0.18623, -2.37088, -1.16963]], "forces_ev_per_a": [[-0.5, 2.1, 2.0], [4.1, -1.1, -2.4], [-2.4, 0.3, 1.1], [-3.9, 0.2, 1.8], [1.5, 0.7, 0.1], [-3.4, -0.7, -0.1], [0.6, -0.2, -1.7], [-0.2, -0.2, -0.4], [-0.5, 0.2, 1.2], [-0.4, -0.4, -0.3], [0.5, -0.3, -0.4], [-0.3, -0.5, -0.2], [1.2, 0.3, -0.5], [0.8, -0.8, -0.7], [0.3, -0.6, 0.2], [2.0, 0.3, -0.6], [0.5, 0.6, 0.9]], "multiplicity": 1, "e_tot_ev": -33438.816, "e_above_lowest_kj_mol": 353.3, "e_lumo_ev": 0.814, "homo_lumo_gap_ev": 9.3}